Entry from OMol25: a molecular structure, C28H30As2N2OSn (wB97M-V/def2-TZVPD).

Structure (ORCA input):
```
! RIJCOSX wB97M-V def2-TZVPD def2/J DEFGRID3
* xyz 2 1
Sn -0.60841 1.71802 0.80455
C 1.06567 -1.69983 0.16619
C 1.96190 -0.77332 -0.64859
As 1.05194 0.86627 -1.21369
C 2.42312 2.12004 -1.66399
C 2.26273 3.45826 -1.31806
C 3.24246 4.37897 -1.66237
C 4.37545 3.95909 -2.34305
C 4.53416 2.62241 -2.68747
C 3.55819 1.69808 -2.35266
C 0.10929 0.46300 -2.84175
C -0.26294 1.51673 -3.66921
C -0.97299 1.25910 -4.83378
C -1.30418 -0.04513 -5.17502
C -0.92101 -1.09952 -4.35425
C -0.21764 -0.84743 -3.18276
As 0.18013 -0.77284 1.63767
C -1.04440 -2.01759 2.42525
C -2.39584 -1.95289 2.10103
C -3.27610 -2.87182 2.65234
C -2.80446 -3.84486 3.52227
C -1.45615 -3.90279 3.84810
C -0.56899 -2.98743 3.30262
C 1.54809 -0.39886 2.93247
C 2.80834 -0.98623 2.87284
C 3.74977 -0.68901 3.84790
C 3.43486 0.18878 4.87532
C 2.17717 0.77426 4.93591
C 1.23334 0.48461 3.96332
H 1.63586 -2.53406 0.58021
H 0.26160 -2.13457 -0.42839
H 2.35022 -1.28024 -1.53358
H 2.81548 -0.42897 -0.06202
H 1.38029 3.79441 -0.78414
H 3.12127 5.42027 -1.39696
H 5.13989 4.67647 -2.60876
H 5.41784 2.30055 -3.22133
H 3.68500 0.66053 -2.63827
H 0.01143 2.53612 -3.42194
H -1.25553 2.07823 -5.48110
H -1.84436 -0.24313 -6.09098
H -1.15158 -2.11902 -4.63453
H 0.09267 -1.68168 -2.56609
H -2.76643 -1.18764 1.42759
H -4.32932 -2.82778 2.40998
H -3.49216 -4.55908 3.95430
H -1.09535 -4.65797 4.53285
H 0.47950 -3.02328 3.57416
H 3.06731 -1.68363 2.08553
H 4.72783 -1.14883 3.80764
H 4.17150 0.41524 5.63399
H 1.93115 1.45355 5.74051
H 0.24724 0.93414 4.02831
C -5.73354 0.47027 -0.35265
N -4.35837 0.82855 -0.02123
C -3.30762 0.56967 -0.79568
N -3.46373 -0.11432 -1.92928
O -2.13480 0.95562 -0.48411
H -6.38198 0.82962 0.44010
H -5.84695 -0.61183 -0.42040
H -6.04787 0.93923 -1.28598
H -4.18641 1.40690 0.78436
H -4.36936 -0.39173 -2.26675
H -2.65421 -0.25966 -2.51649
*
```

The calculation puts the largest force on an atom at 0.14 eV/Å. For the lowest unoccupied orbital energy, the calculation gives -0.21538 Ha. Its HOMO energy is -0.52760 Ha.